{"formula": "C3H8FN3", "method": "ωB97M-V/def2-TZVPD", "total_charge": 2, "orbital_gap_ev": [8.36, 7.25], "mol_weight_g_mol": 105.116, "homo_energy_ev": [-19.551, -19.243], "energy_ev": -10405.387, "max_force_ha_per_bohr": 0.0941, "e_above_lowest_kj_mol": 421.5, "elements": ["C", "C", "C", "N", "N", "N", "F", "H", "H", "H", "H", "H", "H", "H", "H"], "coordinates": [[1.93, -0.20, 0.52], [-1.04, -0.80, 0.12], [-0.72, 1.60, -0.16], [2.71, -0.53, -0.38], [-2.29, -1.02, 0.12], [-0.41, 0.28, 0.02], [-0.28, -1.86, 0.33], [1.80, 0.13, 1.53], [-1.28, 1.77, -1.08], [0.25, 2.12, -0.32], [-1.17, 2.01, 0.73], [3.71, -0.80, -0.33], [2.37, -0.19, -1.30], [-3.09, -0.39, 0.05], [-2.49, -2.11, 0.16]]}

{"formula": "C3H8FN3S", "method": "ωB97M-V/def2-TZVPD", "total_charge": 0, "orbital_gap_ev": 8.09, "mol_weight_g_mol": 137.183, "homo_energy_ev": -8.239, "energy_ev": -21257.331, "max_force_ha_per_bohr": 0.1210, "e_above_lowest_kj_mol": 481.0, "elements": ["C", "C", "C", "H", "H", "H", "H", "H", "H", "H", "H", "N", "N", "N", "F", "S"], "coordinates": [[0.00, -2.01, 0.43], [-0.07, 0.43, 0.40], [0.61, 1.83, 0.70], [-1.11, -2.23, 0.21], [0.87, -2.92, -0.01], [0.35, -2.03, 1.51], [2.02, 0.68, -1.68], [1.32, 2.01, 1.64], [-0.26, 2.67, 0.86], [-1.61, -0.53, -1.39], [-2.74, 0.57, -0.98], [0.45, -0.77, -0.13], [-1.28, 0.88, -0.05], [-2.06, -0.06, -0.65], [1.40, 2.17, -0.50], [2.10, -0.67, -0.35]]}

{"formula": "C3H8FNO", "method": "ωB97M-V/def2-TZVPD", "total_charge": 0, "orbital_gap_ev": 10.54, "mol_weight_g_mol": 93.101, "smiles": "CCNF.C=O", "homo_energy_ev": -9.801, "energy_ev": -9492.247, "max_force_ha_per_bohr": 0.0620, "e_above_lowest_kj_mol": 383.6, "elements": ["C", "C", "C", "N", "O", "F", "H", "H", "H", "H", "H", "H", "H", "H"], "coordinates": [[-2.57, 0.65, 0.93], [-1.57, -0.15, 0.01], [3.78, 0.58, -0.63], [-0.16, 0.22, 0.20], [3.88, -0.16, 0.30], [-0.11, 1.58, 0.12], [-2.46, 0.35, 1.95], [-2.20, 1.68, 1.03], [-3.63, 0.71, 0.64], [-1.75, -1.29, 0.20], [-1.87, 0.09, -1.03], [3.55, 1.71, -0.48], [3.94, 0.35, -1.65], [0.31, -0.09, -0.64]]}

{"formula": "C3H8FNS", "method": "ωB97M-V/def2-TZVPD", "total_charge": 0, "orbital_gap_ev": 9.84, "mol_weight_g_mol": 109.169, "homo_energy_ev": -9.300, "energy_ev": -18279.033, "max_force_ha_per_bohr": 0.1671, "e_above_lowest_kj_mol": 421.2, "elements": ["C", "C", "C", "H", "H", "H", "H", "H", "H", "H", "H", "N", "F", "S"], "coordinates": [[-1.29, -0.10, 0.62], [0.16, 0.61, 0.31], [1.25, -0.49, -0.17], [-1.34, -0.02, -1.12], [-3.02, -0.36, -0.61], [-0.80, -0.74, 1.64], [-1.73, 0.70, 1.14], [0.51, 0.96, 1.24], [0.67, -1.49, 0.26], [1.03, -0.53, -1.35], [3.12, 0.44, -1.27], [-1.74, -0.77, -0.49], [0.12, 1.88, -0.27], [3.05, -0.08, 0.10]]}

{"formula": "C3H8IN", "method": "ωB97M-V/def2-TZVPD", "total_charge": 0, "orbital_gap_ev": 8.00, "mol_weight_g_mol": 185.008, "homo_energy_ev": -8.048, "energy_ev": -12828.498, "max_force_ha_per_bohr": 0.0948, "e_above_lowest_kj_mol": 198.3, "elements": ["C", "C", "C", "N", "I", "H", "H", "H", "H", "H", "H", "H", "H"], "coordinates": [[0.04, -1.34, 0.08], [-1.07, 0.80, -0.50], [0.03, 0.11, 0.31], [1.25, 0.78, 0.42], [3.05, -0.03, -0.07], [-0.96, -1.58, 0.00], [0.53, -1.60, -0.93], [0.44, -2.04, 0.77], [-0.61, 1.02, -1.59], [-1.36, 1.79, -0.17], [-1.91, 0.17, -0.43], [-0.64, 0.21, 1.71], [1.20, 1.73, 0.41]]}

{"formula": "C3H8IN3", "method": "ωB97M-V/def2-TZVPD", "total_charge": 2, "orbital_gap_ev": 8.96, "mol_weight_g_mol": 213.022, "smiles": "CN(C=[NH2+])/C=[NH+]/I", "homo_energy_ev": -18.095, "energy_ev": -15791.986, "max_force_ha_per_bohr": 0.0978, "e_above_lowest_kj_mol": 92.8, "elements": ["C", "C", "C", "N", "N", "N", "I", "H", "H", "H", "H", "H", "H", "H", "H"], "coordinates": [[-0.91, -0.92, -0.64], [-0.35, 1.47, -0.19], [0.90, -0.57, 0.94], [-0.11, -0.06, -0.01], [-0.52, -2.13, -0.83], [0.37, 2.34, 0.38], [0.09, 4.36, 0.02], [-1.57, -0.52, -1.42], [-1.24, 1.76, -0.88], [0.76, -0.18, 1.96], [0.72, -1.64, 0.99], [1.77, -0.42, 0.32], [-1.15, -2.76, -1.33], [0.14, -2.76, -0.23], [1.10, 2.05, 0.92]]}